Model 1:
Below is a 2-piece molecular cluster, C4H7N2 overall, with properties calculated with ωB97M-V/def2-TZVPD.

Geometry (Å):
N (0.03, -0.09, 0.41)
N (0.36, -0.38, -1.82)
C (1.63, 0.07, -1.77)
C (-0.61, -0.81, -2.29)
C (-0.38, 0.31, 1.38)
C (-1.02, 0.69, 2.57)
H (-0.84, 0.12, 3.39)
H (-0.80, 1.69, 2.92)
H (1.47, 0.95, -1.32)
H (-2.09, 0.78, 2.31)
H (2.21, -0.06, -2.64)
H (-1.58, -1.06, -2.29)
H (2.19, -0.52, -1.11)

## Properties
Lowest unoccupied orbital energy ... -4.737 eV
Highest occupied orbital energy ... -15.8 eV
Total charge ... +1

Need the Mulliken charges? In units of e they are:
1 N -0.238
2 N 0.097
3 C -0.719
4 C 0.035
5 C 0.334
6 C -1.036
7 H 0.330
8 H 0.312
9 H 0.379
10 H 0.263
11 H 0.415
12 H 0.462
13 H 0.367

***

Model 2:
Below is C4H7N2 as an isolated structure, with properties calculated with ωB97M-V/def2-TZVPD.

Geometry (Å):
N (-0.93, -0.18, 0.04)
N (-1.76, -1.29, 0.01)
C (2.47, -0.85, 0.00)
C (-2.81, -0.55, -0.02)
C (-2.08, 0.75, 0.01)
C (0.38, -0.05, 0.05)
H (-3.84, -0.84, -0.07)
H (0.70, 0.99, 0.05)
H (2.43, -1.38, -0.94)
H (2.50, -1.46, 0.89)
H (-2.12, 1.38, -0.88)
H (-2.20, 1.34, 0.92)
H (2.90, 0.13, 0.02)

## Properties
Lowest unoccupied orbital energy ... -4.882 eV
Highest occupied orbital energy ... -15.5 eV
Total charge ... +1

Need the Mulliken charges? In units of e they are:
1 N 0.465
2 N -0.626
3 C -0.498
4 C 0.071
5 C -0.500
6 C -0.083
7 H 0.397
8 H 0.244
9 H 0.322
10 H 0.318
11 H 0.282
12 H 0.275
13 H 0.334

***

Which of them is the most stable? Correct choice: model 1.

***

Model 1:
Below is a 2-piece molecular cluster, C4H7N2 overall, with properties calculated with ωB97M-V/def2-TZVPD.

Geometry (Å):
N (-0.20, 1.83, 0.10)
N (-2.16, 0.63, 0.95)
C (1.87, 0.05, 0.07)
C (-3.16, -0.07, 0.63)
C (1.46, -0.85, -0.82)
C (-1.15, 1.25, 0.51)
H (-3.19, -0.32, -0.43)
H (1.33, 0.23, 0.88)
H (-3.94, -0.40, 1.49)
H (0.54, -1.23, -0.75)
H (1.96, -1.13, -1.70)
H (0.72, 1.88, -0.28)
H (2.83, 0.46, -0.16)

## Properties
Lowest unoccupied orbital energy ... -6.596 eV
Highest occupied orbital energy ... -14.2 eV
Total charge ... +1

Need the Mulliken charges? In units of e they are:
1 N -0.165
2 N -0.267
3 C -1.115
4 C -0.087
5 C -0.338
6 C 0.569
7 H 0.297
8 H 0.619
9 H 0.290
10 H 0.249
11 H 0.260
12 H 0.385
13 H 0.302

***

Model 2:
Below is an isolated ion of composition C4H7N2 and charge +1, with properties calculated with ωB97M-V/def2-TZVPD.

Geometry (Å):
N (-0.48, -2.20, -0.97)
N (-0.08, 0.15, -0.01)
C (-1.49, -1.40, -1.01)
C (0.61, 1.18, 0.67)
C (-1.32, -0.09, -0.32)
C (0.58, -1.42, -0.45)
H (1.51, -1.31, -1.14)
H (0.11, 1.67, 1.44)
H (0.83, -1.73, 0.51)
H (-2.41, -1.90, -1.28)
H (-2.15, 0.59, -0.43)
H (0.84, 2.07, 0.05)
H (1.61, 0.79, 1.01)

## Properties
Lowest unoccupied orbital energy ... -5.857 eV
Highest occupied orbital energy ... -16.3 eV
SMILES ... C[N+]1=CC=NC1
Total charge ... +1

Need the Mulliken charges? In units of e they are:
1 N -0.237
2 N 0.025
3 C -0.278
4 C -0.805
5 C 0.006
6 C -0.326
7 H 0.331
8 H 0.418
9 H 0.406
10 H 0.408
11 H 0.424
12 H 0.331
13 H 0.297

***

Model 3:
Below is an isolated ion of composition C4H7N2 and charge +1, with properties calculated with ωB97M-V/def2-TZVPD.

Geometry (Å):
N (0.30, 0.19, 0.10)
N (-3.31, 0.91, 0.47)
C (1.70, 0.25, 0.29)
C (-0.31, -0.64, -0.65)
C (-1.68, -0.63, -0.84)
C (-2.48, 0.26, -0.20)
H (2.01, 0.06, 1.31)
H (-0.37, 0.63, 0.70)
H (-2.25, -1.16, -1.50)
H (0.29, -1.48, -1.25)
H (2.39, -0.33, -0.28)
H (-3.83, 1.65, 0.05)
H (2.14, 1.33, 0.22)

## Properties
Lowest unoccupied orbital energy ... -5.098 eV
Highest occupied orbital energy ... -14.3 eV
SMILES ... C/[NH+]=C/C=C=N
Total charge ... +1

Need the Mulliken charges? In units of e they are:
1 N -0.083
2 N -0.363
3 C -0.852
4 C 0.391
5 C -0.720
6 C 0.353
7 H 0.347
8 H 0.212
9 H 0.433
10 H 0.297
11 H 0.357
12 H 0.326
13 H 0.303

***

Model 4:
Below is an isolated ion of composition C4H7N2 and charge +1, with properties calculated with ωB97M-V/def2-TZVPD.

Geometry (Å):
N (-1.14, 0.08, -0.14)
N (0.48, -1.40, -0.54)
C (0.13, 0.65, 0.15)
C (-0.88, -1.31, -0.47)
C (1.09, -0.29, -0.12)
C (0.29, 2.03, 0.91)
H (2.13, -0.11, 0.23)
H (0.06, 3.03, 0.40)
H (-2.19, 0.19, -0.01)
H (1.10, -2.24, -0.82)
H (1.39, 1.92, 1.05)
H (-1.49, -2.03, -0.97)
H (-0.15, 2.00, 2.01)

## Properties
Lowest unoccupied orbital energy ... -4.033 eV
Highest occupied orbital energy ... -14.4 eV
SMILES ... Cc1c[nH]c[nH+]1
Total charge ... +1

Need the Mulliken charges? In units of e they are:
1 N -0.111
2 N -0.052
3 C 0.331
4 C -0.256
5 C -0.270
6 C -0.808
7 H 0.325
8 H 0.312
9 H 0.312
10 H 0.324
11 H 0.244
12 H 0.366
13 H 0.283

***

Which of them is the most stable? Correct choice: model 4.

***

Model 1:
Below is a 2-piece molecular cluster, C4H12N2O overall, with properties calculated with ωB97M-V/def2-TZVPD.

Geometry (Å):
O (-2.10, -0.14, -2.49)
N (-1.36, -1.51, 1.80)
N (-0.91, 1.05, 0.48)
C (0.16, 0.07, 0.65)
C (1.52, 0.52, 0.34)
C (-0.10, -1.05, 1.35)
C (1.71, 0.78, -1.14)
H (2.65, 1.27, -1.49)
H (0.86, 1.22, -1.64)
H (-2.18, 0.15, -1.59)
H (-1.57, 0.56, 1.08)
H (1.95, -0.17, -1.58)
H (-1.45, -0.84, -2.69)
H (0.84, -1.56, 1.63)
H (-0.44, 1.94, 0.70)
H (2.21, -0.27, 0.82)
H (-2.14, -0.92, 1.39)
H (1.84, 1.39, 0.87)
H (-1.50, -2.49, 1.49)

## Properties
Lowest unoccupied orbital energy ... 0.747 eV
Highest occupied orbital energy ... -7.9 eV
SMILES ... CC/C(N)=C/N.O
Total charge ... 0

Need the Mulliken charges? In units of e they are:
1 O -0.668
2 N -0.671
3 N -0.504
4 C 0.477
5 C -0.785
6 C -0.135
7 C -1.071
8 H 0.342
9 H 0.321
10 H 0.316
11 H 0.111
12 H 0.321
13 H 0.314
14 H 0.261
15 H 0.253
16 H 0.257
17 H 0.239
18 H 0.350
19 H 0.273

***

Model 2:
Below is a 2-piece molecular cluster, C4H12N2O overall, with properties calculated with ωB97M-V/def2-TZVPD.

Geometry (Å):
O (-3.27, -1.35, 0.42)
N (-0.46, -1.60, 1.00)
N (1.99, 1.77, -0.33)
C (0.78, 0.43, -1.97)
C (0.82, 1.02, -0.78)
C (0.24, -0.36, 1.29)
C (-0.17, 0.76, 0.31)
H (2.29, 2.46, -1.01)
H (-0.03, 0.01, 2.27)
H (-0.44, 1.69, 0.79)
H (2.77, 1.12, -0.35)
H (-0.06, -0.22, -2.23)
H (-1.08, 0.42, -0.20)
H (-2.28, -1.44, 0.46)
H (-0.14, -1.97, 0.12)
H (1.52, 0.56, -2.74)
H (-0.31, -2.29, 1.72)
H (-3.49, -0.55, -0.06)
H (1.33, -0.47, 1.29)

## Properties
Lowest unoccupied orbital energy ... 0.834 eV
Highest occupied orbital energy ... -9.7 eV
SMILES ... C=C(N)CCN.O
Total charge ... 0

Need the Mulliken charges? In units of e they are:
1 O -0.699
2 N -0.593
3 N -0.591
4 C -1.021
5 C 0.392
6 C -0.461
7 C -0.532
8 H 0.289
9 H 0.317
10 H 0.342
11 H 0.280
12 H 0.285
13 H 0.136
14 H 0.444
15 H 0.229
16 H 0.309
17 H 0.211
18 H 0.310
19 H 0.355

***

Which of them is the most stable? Correct choice: model 2.

***

Model 1:
Below is one molecule with the formula C4H12N2O, with properties calculated with ωB97M-V/def2-TZVPD.

Geometry (Å):
O (-0.52, -0.76, -2.07)
N (-0.08, 2.41, -1.12)
N (0.28, -0.05, 1.49)
C (-0.10, 0.20, 0.10)
C (-0.51, -1.11, 2.15)
C (0.75, 1.37, -0.44)
C (0.11, -1.00, -0.80)
H (-0.29, -1.90, -0.34)
H (-1.05, -0.69, 3.01)
H (1.19, -1.13, -0.94)
H (1.23, 1.85, 0.42)
H (1.25, -0.33, 1.49)
H (-0.93, -1.58, -2.37)
H (0.12, -1.94, 2.45)
H (-1.29, -1.51, 1.50)
H (1.51, 1.02, -1.13)
H (-0.92, 1.94, -1.45)
H (-1.11, 0.61, 0.07)
H (0.36, 2.60, -2.01)

## Properties
Lowest unoccupied orbital energy ... 0.785 eV
Highest occupied orbital energy ... -9.0 eV
SMILES ... CN[C@@H](CN)CO
Total charge ... 0

Need the Mulliken charges? In units of e they are:
1 O -0.514
2 N -0.726
3 N -0.468
4 C 0.148
5 C -0.869
6 C -0.652
7 C -0.576
8 H 0.430
9 H 0.291
10 H 0.278
11 H 0.338
12 H 0.267
13 H 0.310
14 H 0.324
15 H 0.273
16 H 0.271
17 H 0.268
18 H 0.324
19 H 0.283

***

Model 2:
Below is one molecule with the formula C4H12N2O, with properties calculated with ωB97M-V/def2-TZVPD.

Geometry (Å):
O (0.27, 2.07, -1.61)
N (2.09, -0.40, -0.99)
N (-1.37, -0.15, 0.64)
C (-1.27, -0.67, 2.01)
C (-0.54, 0.93, -1.35)
C (-0.14, 0.32, 0.02)
C (1.00, -0.74, -0.09)
H (0.56, 2.36, -0.74)
H (-1.62, 1.03, -1.41)
H (-0.28, -1.06, 2.28)
H (-1.68, -0.93, 0.07)
H (0.56, -1.65, -0.49)
H (-0.22, 0.19, -2.08)
H (1.39, -0.87, 0.92)
H (-1.88, -1.52, 2.12)
H (-1.60, 0.09, 2.72)
H (1.75, -0.49, -1.93)
H (2.62, 0.40, -0.70)
H (0.36, 1.09, 0.63)

## Properties
Lowest unoccupied orbital energy ... 1.018 eV
Highest occupied orbital energy ... -8.5 eV
SMILES ... CN[C@@H](CN)CO
Total charge ... 0

Need the Mulliken charges? In units of e they are:
1 O -0.482
2 N -0.503
3 N -0.444
4 C -0.879
5 C -0.599
6 C 0.349
7 C -1.014
8 H 0.363
9 H 0.314
10 H 0.281
11 H 0.293
12 H 0.395
13 H 0.272
14 H 0.408
15 H 0.362
16 H 0.270
17 H 0.258
18 H 0.213
19 H 0.143

***

Which of them is the most stable? Correct choice: model 1.